#i
Here is a 2-piece molecular cluster, C6H8N2 overall from the Open Molecules 2025 dataset. Energies are from ωB97M-V with the def2-TZVPD basis set.

```
! wB97M-V def2-TZVPD RIJCOSX def2/J DEFGRID3
* xyz 0 1
C -2.88014 -0.51572 0.05770
C -1.99919 0.36737 0.02668
C -0.62914 0.03905 -0.14065
C 1.36134 -0.84864 -0.64447
C 2.16290 -0.40746 0.67878
C 1.59279 0.67123 -0.12739
H -2.78128 -1.88087 0.69028
H -3.79003 -0.00734 0.16751
H -2.30975 1.39389 -0.16319
H 2.10208 -1.22964 -1.31678
H 3.23930 -0.42537 0.39708
H 1.90458 -0.91769 1.83945
H 1.91637 1.78555 -0.79010
H -0.09046 2.03162 -0.36096
N -0.02660 -1.13581 -0.35451
N 0.22724 1.07981 0.04058
*
```

Results
E_HOMO   -8.3580 eV
HOMO-LUMO gap   8.99 eV

#ii
Here is one molecule with the formula C6H8N2 from the Open Molecules 2025 dataset. Energies are from ωB97M-V with the def2-TZVPD basis set.

```
! wB97M-V def2-TZVPD RIJCOSX def2/J DEFGRID3
* xyz 0 1
C 1.34645 -1.72640 -2.55846
C 0.69179 -1.85499 -1.34380
C 0.20923 -0.66898 -0.59409
N -0.61632 0.17938 -1.09418
C -0.88387 1.16724 -0.09155
C -0.47044 0.64639 1.11611
C -0.38627 1.31849 2.39446
N 0.16824 -0.43166 0.86723
H 1.74947 -2.59112 -2.93995
H 1.24987 -0.74025 -3.10395
H 0.70117 -2.69973 -0.69084
H -1.96012 1.09465 0.46334
H -0.61780 2.11858 -0.64661
H 0.43836 1.91054 2.35916
H -0.40923 0.40895 3.02960
H -1.21054 1.86890 2.83354
*
```

Results
E_HOMO   -9.2319 eV
SMILES   C=CC1=NCC(C)=N1
HOMO-LUMO gap   9.92 eV

#iii
Here is one molecule with the formula C6H8N2 from the Open Molecules 2025 dataset. Energies are from ωB97M-V with the def2-TZVPD basis set.

```
! wB97M-V def2-TZVPD RIJCOSX def2/J DEFGRID3
* xyz 0 1
C 1.31628 0.59799 3.62297
C 0.54966 0.32102 2.71400
C -0.56903 -0.03514 2.13120
C -1.28217 -0.25915 1.08480
C -1.00208 0.35953 -0.31687
C 0.55775 -1.06608 -1.16929
N 1.43936 0.89144 -0.27564
N 0.38406 0.24100 -0.62774
H 2.23015 0.88589 4.10114
H 1.18303 1.86365 0.20219
H -2.28938 -0.72665 1.10197
H -1.53073 -0.04883 -1.20265
H -1.23215 1.47326 -0.11841
H 1.57867 -1.30959 -1.39082
H 0.12318 -1.87520 -0.47021
H 0.02795 -1.10203 -2.18501
*
```

Results
E_HOMO (alpha / beta)   -6.6804 / -8.1713 eV
HOMO-LUMO gap (alpha / beta)   5.93 / 8.74 eV

#iv
Here is one molecule with the formula C6H8N2 from the Open Molecules 2025 dataset. Energies are from ωB97M-V with the def2-TZVPD basis set.

```
! wB97M-V def2-TZVPD RIJCOSX def2/J DEFGRID3
* xyz 0 1
C 2.16531 -1.28909 -0.17699
C 1.44840 -0.22195 -0.06218
C 2.11718 1.19809 0.02304
C -0.03972 -0.03950 0.30923
C -0.86055 0.98653 0.07221
C -2.19998 0.73090 -0.15471
N -2.12744 -0.60101 -0.12054
N -0.87192 -1.13553 0.14339
H 1.51648 -2.12894 -0.05160
H 3.32030 -1.08566 -0.25433
H 2.01576 1.76530 0.82484
H 3.19199 1.42472 0.05668
H 1.65022 1.79817 -0.75609
H -0.63756 2.12045 0.04373
H -3.05938 1.39029 -0.52821
H -2.78602 -1.31852 0.44135
*
```

Results
E_HOMO   -9.0825 eV
SMILES   C=C(C)c1cc[nH]n1
HOMO-LUMO gap   9.99 eV

Result of the stability comparison: #ii is the most stable of them.

#i
Here is one molecule with the formula C6H8N2 from the Open Molecules 2025 dataset. Energies are from ωB97M-V with the def2-TZVPD basis set.

```
! wB97M-V def2-TZVPD RIJCOSX def2/J DEFGRID3
* xyz 0 1
N 0.86265 2.52871 -0.91702
C 1.08547 1.54690 -0.44566
C 1.27890 0.22809 0.20749
N 0.63627 0.29951 1.50319
C -0.85309 -0.42798 1.36278
C -1.05871 -0.21002 -0.08927
C -0.57635 -0.72572 -1.63237
C 0.30198 -0.58665 -0.49424
H 2.19086 -0.17121 0.54675
H 0.58338 1.21874 2.15181
H -1.57682 0.18065 1.81251
H -0.60819 -1.39305 1.82125
H -1.13734 0.88821 -0.51672
H -0.66207 -1.71368 -2.45651
H -0.96585 -0.02080 -2.56773
H 0.49892 -1.64169 -0.28627
*
```

Results
E_HOMO   -9.0891 eV
SMILES   N#C[C@H]1NC[C@@H]2C[C@H]21
HOMO-LUMO gap   9.97 eV

#ii
Here is one molecule with the formula C6H8N2 from the Open Molecules 2025 dataset. Energies are from ωB97M-V with the def2-TZVPD basis set.

```
! wB97M-V def2-TZVPD RIJCOSX def2/J DEFGRID3
* xyz 0 1
C -1.37564 -0.14995 1.08885
N -1.78677 0.51430 0.13037
C -0.91292 0.85893 -0.91189
C 0.51815 1.56251 -0.90943
C 0.40498 0.07475 -1.16165
C 0.54486 -1.02923 -0.15101
C 1.07319 -0.99864 1.32282
N -0.33961 -1.11626 1.01827
H -2.01486 -0.20532 2.05793
H -1.40296 1.29291 -1.74440
H 0.64759 2.11668 -1.81675
H 0.87354 1.80392 0.11071
H 0.28308 -0.53875 -2.05707
H 0.73918 -1.98238 -0.71528
H 1.40999 -0.19147 1.85920
H 1.33820 -2.01199 1.87933
*
```

Results
E_HOMO   -8.3126 eV
SMILES   C1=N[C@H]2C[C@H]2[C@H]2CN12
HOMO-LUMO gap   9.30 eV

Result of the stability comparison: #ii is the most stable of them.

#i
Here is one molecule with the formula C6H8N2 from the Open Molecules 2025 dataset. Energies are from ωB97M-V with the def2-TZVPD basis set.

```
! wB97M-V def2-TZVPD RIJCOSX def2/J DEFGRID3
* xyz 0 1
H -2.82189 1.35393 -1.12340
N -2.25950 1.43583 -0.28186
C -1.18741 0.72654 -0.33606
C -0.84680 -0.42713 -1.11075
C -0.50484 -1.55403 -1.52353
C -0.24878 0.51251 0.73530
N -0.59622 0.82521 2.02374
C 0.71644 -0.47747 0.37201
C 1.93219 -0.19159 -0.46217
H -0.15101 -2.02747 -2.42204
H -1.56860 1.04444 2.18174
H -0.08820 0.40912 2.78479
H 0.88911 -1.22475 1.14816
H 2.35067 -1.12323 -0.85090
H 1.67902 0.45626 -1.29685
H 2.70584 0.26182 0.16183
*
```

Results
E_HOMO (alpha / beta)   -6.9697 / -7.1146 eV
SMILES   [H]/N=C(C#C)/C(N)=C\C
HOMO-LUMO gap (alpha / beta)   6.95 / 6.86 eV

#ii
Here is C6H8N2 as an isolated structure from the Open Molecules 2025 dataset. Energies are from ωB97M-V with the def2-TZVPD basis set.

```
! wB97M-V def2-TZVPD RIJCOSX def2/J DEFGRID3
* xyz 0 1
C -1.74866 0.00913 -0.05639
C -0.88345 1.35677 -0.32844
C -0.09117 0.55605 0.49152
C -0.07288 -0.65554 -0.40872
C 1.00172 -1.27185 0.05812
C 1.86384 0.05225 -0.12030
H -2.21645 0.21619 0.98900
H -2.64344 -0.12480 -0.79084
H -1.27643 2.19183 0.33466
H -0.37225 0.51449 1.51718
H -0.16252 -0.47993 -1.46990
H 1.15576 -1.44854 1.10948
H 2.22514 0.15705 -1.12253
H 2.76672 0.19147 0.49521
N 0.95072 1.27384 0.03818
N -0.93544 -1.48794 0.12225
*
```

Results
E_HOMO   -7.9523 eV
HOMO-LUMO gap   5.90 eV

Result of the stability comparison: #i is the most stable of them.

#i
Here is C6H6N2O as an isolated structure from the Open Molecules 2025 dataset. Energies are from ωB97M-V with the def2-TZVPD basis set.

```
! wB97M-V def2-TZVPD RIJCOSX def2/J DEFGRID3
* xyz 0 1
C 2.13581 -0.03683 -0.23170
C 0.48459 -0.17182 -0.26882
C -0.13804 -0.96483 0.70317
C -1.58243 -1.09389 1.00592
C -2.24026 -0.22519 0.21698
C -0.49997 0.82667 -0.78411
H 2.81569 -0.54781 0.57519
H 2.17273 1.32220 -0.33378
H 2.79200 -0.39241 -1.18865
H 0.46853 -1.30668 1.87760
H -1.86469 -1.89106 1.85660
H -3.39799 -0.30721 0.46695
N -1.77490 0.77815 -0.44375
N -0.18603 2.25597 -1.21970
O 0.81496 1.75474 -2.23189
*
```

Results
E_HOMO   -9.7274 eV
HOMO-LUMO gap   7.42 eV

#ii
Here is a 2-piece molecular cluster, C6H6N2O overall from the Open Molecules 2025 dataset. Energies are from ωB97M-V with the def2-TZVPD basis set.

```
! wB97M-V def2-TZVPD RIJCOSX def2/J DEFGRID3
* xyz 0 1
C 1.16071 -1.55685 -0.08376
C 0.38224 -1.63139 -1.20318
C 1.14592 -0.40783 0.81462
C -0.42715 -0.53736 -1.50478
C 0.20739 0.53914 0.41075
C -1.04827 2.59361 1.56434
N -0.44285 0.47602 -0.67680
N -2.17412 2.87711 0.83090
O -0.98853 3.70833 0.78524
H 1.88718 -2.39020 0.01306
H 0.50664 -2.49975 -1.94649
H 1.89813 -0.44584 1.63336
H -0.95190 -0.30019 -2.36620
H -1.14595 2.58925 2.58128
H -2.32156 2.47495 -0.09077
*
```

Results
E_HOMO (alpha / beta)   -8.2873 / -8.3781 eV
HOMO-LUMO gap (alpha / beta)   8.81 / 8.71 eV

#iii
Here is one molecule with the formula C6H6N2O from the Open Molecules 2025 dataset. Energies are from ωB97M-V with the def2-TZVPD basis set.

```
! wB97M-V def2-TZVPD RIJCOSX def2/J DEFGRID3
* xyz 0 1
C 2.25830 -1.19562 -0.09544
C 1.62652 0.20973 0.01696
O 2.20678 1.32448 0.13382
C 0.18393 0.10792 -0.05876
C -0.62548 1.36969 0.03004
N -1.93406 1.09900 -0.12213
C -2.41068 -0.16044 0.04425
C -1.62161 -1.22563 0.10892
N -0.34108 -1.19668 -0.08685
H 2.63130 -1.49470 0.88252
H 3.30810 -1.22600 -0.57591
H 1.63838 -1.88933 -0.52918
H -0.19559 2.37961 -0.15138
H -3.50750 -0.22758 -0.15038
H -2.06874 -2.08803 0.64072
*
```

Results
E_HOMO   -9.7043 eV
SMILES   CC(=O)c1cnccn1
HOMO-LUMO gap   8.85 eV

Result of the stability comparison: #iii is the most stable of them.